Molecular formula: C48H40InN8O2P
Method: DFT, ωB97M-V/def2-TZVPD

Maximum force = 0.751 eV/A
LUMO level = -0.609 eV
Charge = 0
HOMO-LUMO gap = 6.324 eV
Energy relative to the best compared isomer or geometry (same formula, charge and spin) = 0.4746 eV

```
100
C48H40InN8O2P ωB97M-V/def2-TZVPD
In 0.08566 0.30370 0.45427
C 0.44057 -1.10376 -2.96358
O -0.45863 -0.67187 -1.95075
C -1.78402 -0.68981 -2.24446
C -2.25814 -0.86405 -3.53572
C -3.62026 -0.90618 -3.78038
C -4.51177 -0.76865 -2.73019
C -4.03742 -0.58688 -1.44299
C -2.66938 -0.54705 -1.16617
N -2.13985 -0.38038 0.16022
N -3.06011 -0.35648 1.04211
C -2.90176 -0.18802 2.36665
C -1.65471 -0.18763 3.06168
O -0.52685 -0.30370 2.49150
C -1.68200 -0.11401 4.50080
C -2.83062 0.06990 5.18090
C -4.09383 0.17819 4.51478
C -5.26790 0.45258 5.23691
C -6.47509 0.57610 4.59713
C -6.53202 0.40634 3.20832
C -5.39362 0.13512 2.48496
C -4.14098 0.02031 3.11454
H 0.14541 -2.08227 -3.34682
H 0.49347 -0.38248 -3.77912
H 1.41349 -1.19218 -2.48712
H -1.56828 -0.95666 -4.36340
H -3.97595 -1.04891 -4.79294
H -5.57913 -0.80196 -2.91128
H -4.72411 -0.47662 -0.62199
H -0.72762 -0.19212 5.00935
H -2.81288 0.14183 6.26365
H -5.20104 0.57514 6.31263
H -7.37373 0.80446 5.15624
H -7.48265 0.49626 2.69689
H -5.45591 0.02038 1.41382
C 5.08110 -0.11499 4.72494
C 4.05274 -0.98275 4.38921
C 3.67279 -1.14642 3.06276
C 4.32548 -0.44839 2.04691
C 5.35725 0.42800 2.39890
C 5.73953 0.58658 3.72260
P 3.68424 -0.41270 0.32628
C 5.07897 -1.08398 -0.66642
C 6.34336 -1.41083 -0.18733
C 7.31532 -1.91225 -1.04696
C 7.03546 -2.08774 -2.39295
C 5.78186 -1.74720 -2.88571
C 4.81700 -1.24247 -2.02978
C 2.55409 -1.84080 0.32286
C 3.05202 -3.14826 0.33216
C 2.19254 -4.23095 0.34106
C 0.82115 -4.02181 0.31828
C 0.31834 -2.73032 0.29216
C 1.16437 -1.61749 0.30191
H 5.36885 0.02263 5.76015
H 3.53409 -1.53468 5.16512
H 2.85551 -1.81428 2.82366
H 5.86413 0.99657 1.62429
H 6.53988 1.27064 3.97941
H 6.57356 -1.29233 0.86382
H 8.29199 -2.17459 -0.65917
H 7.79233 -2.48502 -3.05853
H 5.56044 -1.87271 -3.93839
H 3.84037 -0.96980 -2.41697
H 4.12366 -3.31623 0.33204
H 2.58819 -5.23998 0.35457
H 0.14317 -4.86766 0.31826
H -0.75707 -2.58218 0.25906
C 1.51609 3.80072 -3.73479
C 2.03663 2.70463 -3.06490
C 1.43098 2.22900 -1.91135
C 0.27979 2.82684 -1.38839
C -0.24724 3.92749 -2.08990
C 0.36603 4.40406 -3.23510
N -0.34499 2.31390 -0.25100
C -0.90429 3.20088 0.68277
C -2.04737 2.83315 1.39675
C -2.56957 3.63340 2.40236
C -1.97823 4.85083 2.70826
C -0.86505 5.25340 1.97912
C -0.33249 4.44714 0.98646
H 1.99637 4.18179 -4.62747
H 2.93588 2.22284 -3.43358
H 1.87194 1.40056 -1.36668
H -1.15423 4.39454 -1.72867
H -0.06556 5.25204 -3.75448
H -2.54785 1.91718 1.12648
H -3.45738 3.30668 2.93455
H -2.38129 5.47720 3.49437
H -0.39577 6.20745 2.19259
H 0.54235 4.77660 0.44045
N 2.97968 4.68204 2.30228
N 2.24224 3.54653 2.52535
N 1.62124 3.32902 3.65916
C 0.99962 2.18904 3.38452
N 1.26966 1.75759 2.14651
N 2.06059 2.66019 1.59796
H 3.42566 4.97201 3.15847
H 3.61600 4.52362 1.53695
H 0.37521 1.66084 4.08491
```

=====

Molecular formula: C48H41AsCl3IrN2O4S3Sb
Method: DFT, ωB97M-V/def2-TZVPD

Maximum force = 1.160 eV/A
LUMO level = -2.557 eV
Charge = +1
HOMO-LUMO gap = 7.434 eV
Energy relative to the best compared isomer or geometry (same formula, charge and spin) = 0.0000 eV

```
104
C48H41AsCl3IrN2O4S3Sb ωB97M-V/def2-TZVPD
Ir -0.12878 0.34120 0.23830
S -1.64225 -1.28050 0.82067
C -2.95470 -0.43746 1.65340
C -3.84623 -1.17368 2.43370
C -4.88115 -0.53341 3.09331
C -5.04778 0.84464 2.99696
C -4.17872 1.58230 2.21194
C -3.14687 0.93784 1.53936
As -1.95593 1.80462 0.32501
C -1.76177 3.64571 0.83070
C -2.78187 4.54124 0.51789
C -2.68062 5.86558 0.91719
C -1.56368 6.29597 1.62032
C -0.54481 5.40439 1.92434
C -0.64031 4.07717 1.53046
C -2.88583 1.84428 -1.36055
C -2.50558 2.74768 -2.34854
C -3.13166 2.71338 -3.58549
C -4.11836 1.76887 -3.83971
C -4.48077 0.85507 -2.86047
C -3.86642 0.89211 -1.61636
H -3.71930 -2.24502 2.52471
H -5.56289 -1.11514 3.69996
H -5.85202 1.33544 3.52750
H -4.30056 2.65531 2.12219
H -3.64918 4.21214 -0.04203
H -3.47361 6.56088 0.67613
H -1.48690 7.32978 1.93010
H 0.32586 5.74042 2.47214
H 0.15789 3.38543 1.77209
H -1.73787 3.48796 -2.15159
H -2.85084 3.42526 -4.35114
H -4.60030 1.73970 -4.80824
H -5.23195 0.10369 -3.06430
H -4.14866 0.17390 -0.85587
Cl 1.93779 4.69635 -2.37721
C 2.88168 3.61890 -1.34642
Cl 4.19121 2.87707 -2.26498
Cl 3.49839 4.49161 0.06118
C 1.98864 2.55608 -0.87053
N 1.22575 1.80010 -0.48340
C -0.78859 0.25632 -8.12713
C -1.17389 -0.67932 -7.01508
C -1.59457 -0.17558 -5.78324
C -1.94116 -1.02080 -4.74583
C -1.86390 -2.39540 -4.93752
C -1.44494 -2.91972 -6.14872
C -1.10808 -2.05719 -7.18292
S -2.26039 -3.48664 -3.60299
O -3.49048 -3.06132 -3.00322
O -2.07163 -4.82151 -4.08306
N -1.10744 -3.19792 -2.46525
C 0.28878 -3.24802 -2.89645
C 1.21254 -2.92601 -1.73149
C 0.89343 -1.61225 -1.07963
O 1.24740 -1.38267 0.12030
O 0.20489 -0.73614 -1.67760
H -1.50145 1.07651 -8.21518
H -0.74479 -0.26198 -9.08355
H 0.19400 0.69429 -7.93966
H -1.65736 0.89670 -5.63995
H -2.27647 -0.61873 -3.79715
H -1.39621 -3.99256 -6.27468
H -0.79290 -2.46481 -8.13559
H -1.34320 -2.33747 -1.97782
H 0.47704 -2.54856 -3.71828
H 0.50096 -4.25550 -3.25195
H 2.24565 -2.88816 -2.08821
H 1.16633 -3.68915 -0.95300
S 0.33050 0.76956 2.46652
Sb 2.10471 -0.69049 2.89856
C 1.77949 -2.75154 3.04842
C 2.88051 -3.52936 3.39680
C 2.71734 -4.89486 3.57616
C 1.46309 -5.46917 3.41682
C 0.36927 -4.68358 3.08175
C 0.52088 -3.31625 2.89644
C 2.59051 -0.10790 4.85563
C 1.56505 -0.11246 5.79886
C 1.83976 0.23058 7.11343
C 3.13287 0.57413 7.48531
C 4.15375 0.57385 6.54645
C 3.88605 0.23266 5.22739
C 3.83412 -0.36300 1.76534
C 4.36345 -1.38140 0.98132
C 5.55563 -1.17062 0.30291
C 6.21035 0.04846 0.40941
C 5.66894 1.06986 1.17762
C 4.47491 0.86919 1.85501
H 3.86078 -3.08553 3.53566
H 3.56791 -5.50747 3.84376
H 1.33828 -6.53458 3.55769
H -0.60662 -5.13467 2.96006
H -0.32754 -2.70402 2.61492
H 0.55253 -0.37784 5.51541
H 1.04510 0.22822 7.84743
H 3.34524 0.84050 8.51217
H 5.16162 0.83666 6.83925
H 4.69228 0.22624 4.50356
H 3.85061 -2.33175 0.89750
H 5.97725 -1.96218 -0.30268
H 7.14651 0.20418 -0.11125
H 6.17719 2.02230 1.25238
H 4.05505 1.66900 2.45614
```

=====

Molecular formula: C48H41BiClF6GeN11O12S4
Method: DFT, ωB97M-V/def2-TZVPD

Maximum force = 4.269 eV/A
LUMO level = -3.110 eV
Charge = 0
HOMO-LUMO gap = 4.232 eV

```
125
C48H41BiClF6GeN11O12S4 ωB97M-V/def2-TZVPD
Bi -0.00530 -0.18090 0.16690
O -1.24240 -6.39330 3.45130
C -1.49340 -5.33750 4.00230
O -1.96880 -4.99570 5.06960
C -1.05760 -4.06680 3.08710
C -0.23480 -4.27480 1.98990
C 0.17170 -3.18720 1.24160
N -0.23360 -1.96020 1.53420
C -1.05130 -1.74980 2.56360
C -1.45740 -2.77730 3.39980
C -1.54180 -0.33150 2.72250
O -1.77910 0.15040 3.80670
O -1.63320 0.31390 1.59650
H 0.06310 -5.27970 1.72960
H 0.82940 -3.28920 0.39300
H -2.09720 -2.57660 4.24560
O 4.79090 -3.77440 -1.83450
C 3.76330 -4.21810 -2.52950
O 3.77210 -5.30140 -3.05750
C 2.57660 -3.32370 -2.66280
C 1.57830 -3.50360 -3.61350
Cl 1.41440 -4.75090 -4.73720
N 0.67070 -2.50770 -3.45780
N 1.00390 -1.72820 -2.42100
C 2.14970 -2.17910 -1.93970
C 2.83620 -1.53610 -0.77180
O 4.06310 -1.56030 -0.71540
O 2.11280 -1.04820 0.15580
C -0.45990 -2.18630 -4.23040
C -0.54380 -2.46480 -5.59190
C -1.67760 -2.09040 -6.29290
C -2.71770 -1.43280 -5.65700
C -2.62290 -1.13980 -4.30700
C -1.49970 -1.51760 -3.59540
H 4.65910 -2.87120 -1.43010
H 0.25070 -2.97760 -6.10740
H -1.74630 -2.32110 -7.34590
H -3.60580 -1.16140 -6.20710
H -3.43860 -0.66590 -3.78670
H -1.42690 -1.32990 -2.53800
C 0.29980 0.80000 -6.47880
N 0.54800 1.05650 -5.07540
C -0.29220 1.35780 -4.08240
S 0.34310 1.18840 -2.50830
N -1.54500 1.77480 -4.21470
C -2.20400 2.30650 -5.38350
H 0.91510 -0.04160 -6.79250
H 0.57520 1.66140 -7.09530
H -0.74010 0.53320 -6.64290
H 1.48070 0.83780 -4.74790
H -2.05410 1.84890 -3.34160
H -1.47350 2.59600 -6.13320
H -2.76380 3.19530 -5.09360
H -2.90110 1.57990 -5.80820
S 2.55920 2.00780 -0.42570
C 3.08900 2.70410 0.97030
N 2.58230 3.82210 1.54760
C 3.38390 4.25740 2.67620
C 4.46590 3.16180 2.78480
N 4.08350 2.23340 1.74370
H 2.02560 4.46770 1.01360
H 2.76050 4.31670 3.57540
H 3.81830 5.24290 2.49130
H 4.46630 2.67450 3.76280
H 5.47040 3.55780 2.60310
H 4.63110 1.43680 1.46560
F -4.20120 0.51120 1.35090
C -4.20580 -0.73700 0.89260
F -5.46330 -0.98580 0.52380
F -3.87040 -1.52390 1.89530
S -3.12430 -0.93890 -0.65460
O -1.96020 -1.72970 -0.32260
O -2.75290 0.39060 -1.09560
N -4.06780 -1.57790 -1.71250
S -4.50750 -3.06690 -1.29900
O -5.78430 -3.40170 -1.82020
O -4.19190 -3.29680 0.07270
C -3.32880 -4.17100 -2.28090
F -3.43000 -3.92490 -3.59120
F -3.64010 -5.44570 -2.07650
F -2.04420 -4.00300 -1.95990
N -0.08010 6.04300 8.89660
C 0.11190 5.22940 8.11450
C 0.35160 4.24260 7.12740
C -0.71570 3.69940 6.41040
C -0.47980 2.77840 5.40990
C 0.82870 2.40430 5.12650
C 1.89450 2.91070 5.86220
C 1.65830 3.83170 6.86190
N 1.08760 1.54070 4.04840
C 2.01690 0.53580 4.00300
C 1.93560 -0.01230 2.76210
N 0.98290 0.65720 2.05340
C 0.48780 1.57880 2.85440
H -1.72200 4.00900 6.63890
H -1.28710 2.32190 4.85930
H 2.90220 2.60120 5.62910
H 2.48100 4.24610 7.42370
H 2.60270 0.26490 4.85600
H 2.48100 -0.81060 2.30380
H -0.30110 2.25400 2.59720
Ge -1.14630 2.38930 -0.54620
C -1.04560 3.97300 -1.82590
C 0.20000 4.42810 -2.24500
C 0.31570 5.53130 -3.07100
C -0.82210 6.20030 -3.49380
C -2.06790 5.76320 -3.07860
C -2.17660 4.65440 -2.25540
C -2.74860 2.99480 0.50820
C -2.50280 3.77360 1.62640
C -3.54540 4.38660 2.30050
C -4.84570 4.22180 1.85510
C -5.09520 3.45630 0.72940
C -4.04770 2.84720 0.05920
H 0.04420 2.84570 0.37950
H 1.08190 3.89990 -1.91470
H 1.29200 5.86930 -3.39000
H -0.73790 7.06220 -4.13900
H -2.95780 6.28750 -3.39420
H -3.14860 4.32260 -1.92050
H -1.48630 3.93030 1.96380
H -3.34110 5.00040 3.16730
H -5.66330 4.69050 2.38220
H -6.10750 3.33300 0.37130
H -4.24030 2.22160 -0.79710
```

=====

Molecular formula: C48H41FNO33P
Method: DFT, ωB97M-V/def2-TZVPD

Maximum force = 3.554 eV/A
LUMO level = -1.804 eV
Charge = 0
HOMO-LUMO gap = 7.793 eV
SMILES = NCO[P@](=O)(OCCF)OC[C@H]1CO1.O=C1C=C(O)C(=O)C=C1O.O=C1C=C(O)C(=O)C=C1O.O=C1C=C(O)C(=O)C=C1O.O=C1C=C(O)C(=O)C=C1O.O=C1C=C(O)C(=O)C=C1O.O=C1C=C(O)C(=O)C=C1O.O=C1C=C(O)C(=O)C=C1O

```
125
C48H41FNO33P ωB97M-V/def2-TZVPD
N -2.13739 6.39107 -1.13128
C -2.44839 5.11943 -0.54063
O -1.66895 4.07743 -1.22641
P -2.39552 2.67425 -1.26723
O -1.56592 1.64752 -1.85348
O -3.76619 2.84735 -2.04531
C -3.58641 3.38850 -3.38169
C -4.28201 2.54321 -4.40136
F -3.47262 1.45667 -4.72835
O -2.85459 2.38390 0.22896
C -1.71214 2.29610 1.10619
C -2.12811 1.43738 2.27099
C -1.00761 0.74162 3.04383
O -1.74633 1.85566 3.51686
H -2.13482 7.07129 -0.38117
H -2.89679 6.63429 -1.75577
H -3.50818 4.86560 -0.55472
H -2.13562 5.08980 0.48730
H -2.53297 3.40978 -3.63869
H -3.97106 4.40304 -3.37907
H -5.25991 2.19629 -4.08317
H -4.35802 3.13771 -5.30624
H -0.88458 1.77782 0.63660
H -1.43517 3.26037 1.52151
H -3.05458 0.91355 2.15907
H -0.15258 0.98691 2.44803
H -1.47018 -0.22381 3.15379
C 0.43667 -3.44620 1.78535
C 0.97141 -4.60305 2.19797
C 2.30695 -4.65837 2.88811
O 2.72436 -5.74608 3.24862
C 3.03398 -3.41756 3.08082
C 2.49870 -2.26165 2.66462
C 1.15302 -2.20290 1.99878
O 0.72704 -1.11225 1.66524
O 3.10854 -1.09369 2.80810
O 0.36155 -5.76884 2.02322
H -0.52223 -3.39562 1.28741
H 4.00032 -3.46825 3.56596
H 2.50665 -0.42555 2.42631
H 0.95472 -6.44459 2.40692
C 5.81524 -5.51668 -2.39009
C 4.54882 -5.65865 -1.97674
C 4.17547 -5.57092 -0.52313
O 3.00143 -5.69274 -0.22451
C 5.22972 -5.35103 0.45140
C 6.49629 -5.21226 0.03846
C 6.86852 -5.27418 -1.41816
O 8.03872 -5.12118 -1.71172
O 7.50897 -5.01164 0.87035
O 3.53903 -5.88264 -2.80642
H 6.09563 -5.57524 -3.43199
H 4.95003 -5.30813 1.49559
H 8.30796 -4.94450 0.31109
H 2.73735 -5.93977 -2.25082
C -3.10897 2.53155 -9.72279
C -2.69861 1.68174 -10.67310
C -2.80094 0.19153 -10.50441
O -2.42283 -0.50994 -11.42453
C -3.33732 -0.32349 -9.25977
C -3.74515 0.52325 -8.30194
C -3.66837 2.01889 -8.48397
O -4.07598 2.74389 -7.59414
O -4.23469 0.10098 -7.14832
O -2.17888 2.08197 -11.82490
H -3.04315 3.60401 -9.83736
H -3.38943 -1.39625 -9.14194
H -4.43750 0.89270 -6.61453
H -1.97257 1.26676 -12.32382
C -2.22370 -6.98451 0.58049
C -2.52387 -8.17805 1.10646
C -3.90677 -8.76109 1.01882
O -4.09398 -9.86005 1.50650
C -4.94326 -7.98150 0.36144
C -4.64373 -6.78521 -0.16202
C -3.25333 -6.21493 -0.09493
O -3.05848 -5.12892 -0.60819
O -5.53735 -6.01910 -0.77342
O -1.63247 -8.93334 1.73930
H -1.23297 -6.55783 0.63680
H -5.93770 -8.40213 0.31751
H -5.05566 -5.21690 -1.05644
H -2.11092 -9.73948 2.01512
C -2.80148 7.08442 4.22702
C -3.44560 7.44895 5.34511
C -4.94767 7.42383 5.44133
O -5.45500 7.75246 6.49543
C -5.70611 7.01315 4.27094
C -5.06061 6.65224 3.15512
C -3.55945 6.65525 3.07023
O -3.04628 6.29650 2.02222
O -5.68961 6.26716 2.05135
O -2.81888 7.85301 6.43772
H -1.72383 7.09651 4.14775
H -6.78419 7.01285 4.34405
H -4.99209 6.05735 1.40173
H -3.51632 8.05117 7.09372
C 3.27063 7.71574 -1.10699
C 2.05781 7.44873 -0.60299
C 0.93973 8.45364 -0.64962
O -0.13455 8.12731 -0.18231
C 1.20273 9.75293 -1.24339
C 2.41564 10.01971 -1.74518
C 3.52828 9.00722 -1.71838
O 4.59461 9.32423 -2.21111
O 2.72856 11.18314 -2.29880
O 1.75217 6.29204 -0.03472
H 4.08027 7.00068 -1.08064
H 0.39690 10.47282 -1.25855
H 3.66227 11.10538 -2.57789
H 0.81294 6.35802 0.22720
C 5.16350 -6.30159 5.20148
C 5.60149 -7.50910 5.58639
C 6.92762 -7.70038 6.27006
O 7.24073 -8.82786 6.60324
C 7.76293 -6.53220 6.49206
C 7.32979 -5.32590 6.10524
C 5.99154 -5.13563 5.44446
O 5.67169 -3.99868 5.13969
O 8.03808 -4.21653 6.27261
O 4.90421 -8.62164 5.39783
H 4.20715 -6.16289 4.70868
H 8.72110 -6.68048 6.96922
H 7.49369 -3.49157 5.90794
H 5.44592 -9.34512 5.76950
```

=====

no.,HOMO level (eV)
1,-6.933
2,-9.990
3,-7.342
4,-9.598